1.
Entry from OMol25: a structure of composition C33H59N2O2P2V at a distorted geometry (ωB97M-V/def2-TZVPD).

* HOMO energy (spin up / spin down): -0.3223 / -0.3215 Ha
* LUMO energy (spin up / spin down): -0.082 / -0.118 Eh
* energy relative to the best compared isomer or geometry (same formula, charge and spin): 46.44 kcal per mole
* molecular weight: 628.7 g/mol
* orbital gap (spin up / spin down): 6.5386 / 5.5483 eV
* ⟨S²⟩: 3.773

The geometry in ORCA input format:
```
! RIJCOSX wB97M-V def2-TZVPD def2/J DEFGRID3
* xyz 1 4
C 0.4158 -2.1003 -2.2712
C 2.0564 -2.3486 -0.5070
C 0.9100 -3.2297 -2.9292
C 2.7326 -3.2898 -1.3446
C 2.1413 -3.7592 -2.5132
H 0.3392 -3.6479 -3.7634
H 3.7114 -3.6725 -1.0502
H 2.6101 -4.5629 -3.0989
N 0.9664 -1.6705 -1.1033
P -0.8713 0.3959 -2.2559
P 1.3018 -1.1308 1.8907
C -0.8046 -1.3615 -2.8280
H -0.8175 -1.4002 -3.9347
H -1.7311 -1.8758 -2.5012
C -0.5798 1.5522 0.4835
O -1.0879 2.6030 0.7591
C 2.4266 -2.0615 0.8519
H 3.5079 -2.1533 1.1573
C 2.1711 0.1075 3.1324
C 0.9559 -2.8152 2.6472
C 0.2757 1.3146 -3.4810
C -2.6745 0.9103 -2.5265
C 1.8085 1.5589 2.7766
H 0.7290 1.7372 2.8439
H 2.3069 2.2287 3.4962
H 2.1429 1.8437 1.7731
C 1.6976 -0.1385 4.5704
H 0.6040 -0.0709 4.6339
H 2.0244 -1.1009 4.9772
H 2.1110 0.6429 5.2290
C 3.6734 -0.0627 2.9823
H 4.1898 0.5979 3.7023
H 4.0166 -1.0808 3.2064
H 3.9653 0.2132 1.9586
C -0.2059 -2.6544 3.6156
H -1.0098 -2.0704 3.1291
H -0.5821 -3.6649 3.8463
H 0.1011 -2.1470 4.5435
C 0.5401 -3.7509 1.4958
H -0.1979 -3.2678 0.8393
H 1.4062 -4.0291 0.8807
H 0.1324 -4.6777 1.9012
C 2.2832 -3.3047 3.2853
H 3.1487 -3.1826 2.6086
H 2.5221 -2.7992 4.2372
H 2.1712 -4.3902 3.4416
C -2.7769 2.4273 -2.2956
H -3.8414 2.7050 -2.3346
H -2.3874 2.7147 -1.3081
H -2.2597 3.0141 -3.0652
C -3.5708 0.2036 -1.5001
H -3.5780 -0.8860 -1.6399
H -3.2799 0.4225 -0.4647
H -4.6034 0.5592 -1.6477
C -3.1887 0.5226 -3.9247
H -2.9454 -0.5182 -4.1804
H -4.2851 0.6174 -3.9181
H -2.8164 1.1794 -4.7171
C 1.5240 0.4654 -3.7699
H 1.2879 -0.4392 -4.3451
H 2.2159 1.0662 -4.3817
H 2.0508 0.1576 -2.8581
C 0.6926 2.6506 -2.8430
H 1.3237 2.4932 -1.9701
H 1.2971 3.2174 -3.5678
H -0.1597 3.2638 -2.5202
C -0.3997 1.6140 -4.8241
H -0.7764 0.7071 -5.3179
H -1.2053 2.3557 -4.7382
H 0.3603 2.0554 -5.4907
V 0.1945 -0.0167 -0.0410
N 1.9677 1.1422 -0.6001
C 3.1038 0.9492 -0.3909
C 4.5924 0.9044 -0.6668
C 5.3572 -0.3297 -0.1290
C 4.6716 0.7766 -2.2042
C 5.0869 2.2155 -0.0139
H 5.2837 -0.4510 0.9523
H 4.9538 -1.2490 -0.5760
H 6.4386 -0.2665 -0.3704
H 3.9917 1.4831 -2.7175
H 5.6792 0.9079 -2.6493
H 4.3384 -0.2552 -2.4426
H 6.1754 2.2268 0.2286
H 4.8221 3.0686 -0.6811
H 4.5551 2.3591 0.9591
C -3.9022 -1.2056 2.6377
C -4.1224 -2.1647 1.4627
C -2.7287 -2.3329 0.8702
O -1.9908 -1.1225 1.1895
C -2.7329 -0.3464 2.1709
H -4.7806 -0.6070 2.8789
H -3.6213 -1.7726 3.5351
H -4.7717 -1.6847 0.7179
H -4.5697 -3.1117 1.7459
H -2.2272 -3.2091 1.3178
H -2.7306 -2.4562 -0.2197
H -3.1008 0.5749 1.6914
H -2.0533 -0.0484 2.9841
*
```

=====

2.
Entry from OMol25: a cluster of 4 separate species, C33H59N5O3S in total at a distorted geometry (ωB97M-V/def2-TZVPD).

* HOMO energy: -0.3252 Ha
* LUMO energy: -0.019 Eh
* energy relative to the best compared isomer or geometry (same formula, charge and spin): 72.29 kcal per mole
* molecular weight: 605.9 g/mol
* orbital gap: 8.3323 eV
* SMILES: CCCCCCCCCCCCCCCCc1cnc2cc(S)ccc2n1.CNC(C)=O.CNC(C)=O.CNC(C)=O

The geometry in ORCA input format:
```
! RIJCOSX wB97M-V def2-TZVPD def2/J DEFGRID3
* xyz 0 1
C 6.5582 -1.5475 -0.3915
C 6.1205 -0.0532 -0.7363
C 5.3823 0.5179 0.5671
C 5.3144 2.1062 0.4640
C 3.8580 2.6426 0.0593
C 3.8848 3.3344 -1.3545
C 2.4531 3.5641 -1.9713
C 1.7014 2.2260 -2.3648
C 1.9871 1.7855 -3.8776
C 3.2638 0.8371 -4.0077
C 2.9116 -0.6980 -3.9153
C 1.8815 -1.0527 -2.7504
C 1.4704 -2.5809 -2.9451
C 1.3171 -3.2198 -1.4985
C -0.2350 -3.2418 -1.1083
C -0.5370 -2.7104 0.3470
C -1.1912 -1.2757 0.3799
C -2.1817 -0.8420 -0.6503
N -2.8293 0.3480 -0.7129
C -2.4325 1.1269 0.3660
C -3.0832 2.4803 0.4965
C -2.7905 3.4139 1.5528
S -3.5344 5.0745 1.6951
C -1.8041 3.0117 2.6225
C -1.2027 1.7048 2.5211
C -1.4744 0.7515 1.4110
N -0.8310 -0.4801 1.4171
H 7.1570 -1.4982 0.5628
H 7.1861 -1.9188 -1.2475
H 5.6202 -2.1504 -0.2486
H 7.0110 0.5845 -0.9745
H 5.3599 -0.0478 -1.5617
H 4.3477 0.0800 0.5847
H 5.9406 0.2160 1.4926
H 6.0170 2.4318 -0.3503
H 5.6565 2.6029 1.4128
H 3.1540 1.7667 0.1284
H 3.5913 3.4014 0.8545
H 4.3560 4.3578 -1.2497
H 4.5297 2.7296 -2.0468
H 1.7972 4.1235 -1.2395
H 2.5674 4.2100 -2.8819
H 2.0357 1.4379 -1.6300
H 0.5856 2.3135 -2.2543
H 1.0790 1.2210 -4.2323
H 2.1901 2.6955 -4.5097
H 3.7286 1.0031 -5.0189
H 4.0406 1.0434 -3.2200
H 3.8205 -1.3416 -3.7083
H 2.4518 -1.1110 -4.8645
H 0.9539 -0.4244 -2.7704
H 2.4227 -0.8599 -1.7866
H 0.5299 -2.5902 -3.5526
H 2.2634 -3.1453 -3.5156
H 1.8505 -2.6146 -0.7198
H 1.7407 -4.2666 -1.4611
H -0.5300 -4.3352 -1.1174
H -0.8284 -2.7621 -1.9248
H -1.1552 -3.3937 0.9849
H 0.4522 -2.5888 0.8780
H -2.4384 -1.5868 -1.4505
H -3.8426 2.7865 -0.2682
H -4.5618 4.9059 2.6002
H -1.5377 3.6602 3.4876
H -0.4969 1.3981 3.3299
C -2.8865 -0.3850 4.7688
N -2.1888 -1.5088 4.1782
C -2.2218 -2.8131 4.5539
C -3.0815 -3.1929 5.7350
O -1.5641 -3.6440 3.9370
H -3.5221 0.0693 4.0042
H -2.1473 0.3489 5.0969
H -3.4980 -0.6822 5.6162
H -1.5906 -1.3394 3.3806
H -2.9988 -4.2656 5.9048
H -2.7431 -2.6732 6.6312
H -4.1261 -2.9534 5.5329
C -1.5880 1.0644 -7.8603
N -0.2693 0.8706 -7.2920
C 0.9348 1.2304 -7.8145
C 0.9419 1.9211 -9.1539
O 1.9636 0.9919 -7.2013
H -2.1806 1.6646 -7.1669
H -2.0622 0.0880 -7.9792
H -1.5476 1.5640 -8.8242
H -0.1959 0.4139 -6.3946
H 1.9689 2.1441 -9.4367
H 0.5064 1.2710 -9.9149
H 0.3868 2.8593 -9.0965
C -7.2767 -2.6559 9.2226
N -5.9767 -2.1777 8.7959
C -5.6625 -1.4914 7.6664
C -6.7782 -1.1652 6.7078
O -4.5046 -1.1586 7.4534
H -7.5114 -2.2073 10.1897
H -7.2274 -3.7404 9.3370
H -8.0579 -2.4048 8.5107
H -5.1802 -2.3599 9.3888
H -6.3732 -0.6178 5.8583
H -7.2389 -2.0839 6.3400
H -7.5250 -0.5389 7.1989
*
```

=====

3.
Entry from OMol25: a structure of composition C33H59NP2SiYb at a distorted geometry (ωB97M-V/def2-TZVPD).

* HOMO energy: -0.3239 Ha
* LUMO energy: -0.149 Eh
* molecular weight: 732.9 g/mol
* orbital gap: 4.7604 eV
* ⟨S²⟩: 0.795

The geometry in ORCA input format:
```
! RIJCOSX wB97M-V def2-TZVPD def2/J DEFGRID3
* xyz 1 2
Yb 1.3933 -0.0051 -2.6234
C -0.8338 -2.3083 -1.4042
C 0.4284 -2.4615 -2.0328
C 0.7711 -2.3508 0.2377
C -0.6214 -2.3018 0.0007
C 1.4301 -2.3964 -1.0181
C -2.1383 -2.2560 -2.0995
H -2.0815 -1.7021 -3.0528
H -2.9097 -1.7649 -1.4832
H -2.5083 -3.2686 -2.3446
C -1.6614 -2.3732 1.0525
H -2.6684 -2.4371 0.6208
H -1.6266 -1.4970 1.7171
H -1.5230 -3.2626 1.6911
C 1.4315 -2.4532 1.5592
H 1.9209 -3.4337 1.6838
H 0.7077 -2.3478 2.3761
H 2.2052 -1.6822 1.6968
C 2.8968 -2.4124 -1.2519
H 3.2111 -3.3803 -1.6797
H 3.4441 -2.2799 -0.3059
H 3.3027 -1.6287 -1.9419
C 0.6730 -2.4348 -3.5075
H 0.3733 -3.3796 -3.9836
H 1.7448 -2.3069 -3.7604
H 0.0769 -1.6439 -4.0237
C 0.3252 1.9876 -2.3350
C -0.2388 1.2441 -3.3408
C 0.2881 1.2992 -4.7464
C 1.7369 0.8007 -5.1526
C 2.8343 0.6004 -4.1301
C 3.0364 1.4900 -3.1192
C 2.5790 2.9330 -3.1979
C 1.1615 3.2016 -2.6494
H 0.2050 2.3248 -5.1556
H 2.0738 1.5260 -5.9294
H -0.4125 0.7120 -5.3707
H 0.6379 3.8692 -3.3597
H -0.0867 1.9428 -1.3201
H -1.0844 0.5682 -3.1393
H 1.2383 3.8159 -1.7347
H 3.2796 3.5343 -2.5887
H 3.7865 1.3037 -2.3328
H 2.6572 3.3707 -4.2155
H 1.6276 -0.1454 -5.7164
H 3.3851 -0.3582 -4.1698
P -2.6160 1.5006 0.2298
C -3.7575 0.5993 1.3638
H -4.6763 1.1784 1.5366
H -3.2417 0.4238 2.3192
H -4.0146 -0.3741 0.9234
C -2.9025 3.2119 0.8462
H -3.9713 3.4622 0.7867
H -2.3306 3.9015 0.2113
H -2.5473 3.3115 1.8813
C -3.6923 1.5681 -1.2644
H -3.1766 2.1413 -2.0463
H -4.6510 2.0490 -1.0232
H -3.8676 0.5492 -1.6369
P 2.3566 1.4781 1.3982
C 4.0844 0.9465 1.0392
H 4.8313 1.6869 1.3646
H 4.1687 0.8083 -0.0533
H 4.2961 -0.0216 1.5183
C 2.5102 3.2936 1.1859
H 2.7470 3.5089 0.1283
H 3.2972 3.7192 1.8271
H 1.5454 3.7722 1.4156
C 2.2102 1.1826 3.1859
H 2.5678 2.0274 3.7943
H 2.7718 0.2724 3.4511
H 1.1457 0.9977 3.4252
C -0.4650 3.4957 3.9978
Si -1.3208 2.0972 4.9113
C -0.7699 2.0967 6.7077
C -3.1793 2.3151 4.8302
N -0.8815 0.5918 4.1921
C -0.9434 -0.6637 4.6080
C 0.2475 -1.3796 4.9895
C 0.1695 -2.6072 5.6204
C -1.0757 -3.2265 5.8239
C -2.2488 -2.6118 5.3461
C -2.1903 -1.3764 4.7203
H -0.9063 4.4538 4.3097
H -0.5709 3.4082 2.9087
H 0.6076 3.5331 4.2313
H -1.0535 3.0320 7.2102
H -1.2278 1.2630 7.2590
H 0.3205 1.9839 6.7859
H -3.5578 2.4297 3.8064
H -3.6874 1.4529 5.2833
H -3.4655 3.2107 5.4009
H 1.2047 -0.8659 4.8515
H 1.0869 -3.0899 5.9657
H -1.1325 -4.1775 6.3433
H -3.2123 -3.1011 5.4729
H -3.0928 -0.8755 4.3582
*
```

=====

no.,energy (eV)
1,-86512.2112
2,-59604.7737
3,-94642.6262